1.
C29H28GeN8O7Sc | wB97M-V/def2-TZVPD

Atoms and positions in Å:
Sc  -0.164  -0.283  -0.464
C  0.465  1.781  4.873
N  -0.328  0.915  4.007
C  -0.536  -0.417  4.545
C  -0.133  0.991  2.632
N  0.065  0.012  1.852
N  -0.198  2.301  2.164
C  -0.141  2.752  0.858
N  -0.384  4.110  0.772
N  0.096  1.997  -0.137
H  0.134  1.634  5.899
H  0.333  2.834  4.633
H  1.536  1.547  4.817
H  -0.925  -0.318  5.557
H  0.389  -1.008  4.585
H  -1.280  -0.940  3.946
H  0.147  -0.880  2.324
H  -0.625  2.940  2.810
H  -0.190  4.687  1.573
H  -0.177  4.544  -0.109
H  0.107  2.488  -1.023
C  2.018  -0.456  -0.186
Ge  3.859  -0.022  -0.059
C  4.316  0.843  1.676
C  4.861  2.114  1.832
C  5.139  2.627  3.093
C  4.859  1.880  4.227
C  4.281  0.623  4.092
C  4.010  0.117  2.830
C  4.552  0.975  -1.636
C  5.669  1.805  -1.659
C  6.082  2.414  -2.837
C  5.390  2.185  -4.017
C  4.280  1.352  -4.013
C  3.860  0.762  -2.830
C  4.890  -1.728  -0.070
C  4.570  -2.677  -1.042
C  5.222  -3.900  -1.088
C  6.203  -4.200  -0.152
C  6.524  -3.272  0.828
C  5.871  -2.046  0.865
H  5.066  2.722  0.957
H  5.583  3.611  3.191
H  5.090  2.271  5.211
H  4.051  0.036  4.975
H  3.556  -0.864  2.725
H  6.245  1.966  -0.755
H  6.950  3.065  -2.835
H  5.714  2.657  -4.937
H  3.739  1.162  -4.933
H  2.969  0.141  -2.820
H  3.786  -2.456  -1.760
H  4.961  -4.624  -1.850
H  6.711  -5.156  -0.183
H  7.285  -3.503  1.565
H  6.130  -1.325  1.632
O  -5.663  -2.626  -4.175
N  -6.001  -2.120  -3.112
O  -7.176  -2.055  -2.756
C  -4.992  -1.585  -2.255
C  -5.365  -0.980  -1.060
C  -4.398  -0.477  -0.232
C  -3.010  -0.508  -0.553
O  -2.126  0.008  0.201
C  -2.677  -1.167  -1.785
C  -3.636  -1.684  -2.605
N  -1.281  -1.328  -2.126
O  -0.693  -0.036  -2.245
O  -0.650  -1.991  -1.040
N  -4.770  0.145  1.028
O  -5.364  1.206  0.992
O  -4.539  -0.467  2.051
H  -6.412  -0.926  -0.797
H  -3.350  -2.180  -3.521

Computed properties:
HOMO-LUMO gap (spin up / spin down) (Eh): 0.227 / 0.231
Molar mass (g mol⁻¹): 718.158
HOMO level (spin up / spin down) (eV): -4.3 / -4.4
Net charge: -1
Energy (eV): -133990.734

Atomic partial charges in e from the natural (NBO) method, atoms 1 to 2: Sc 1.413; C -0.405

2.
C29H29AsBrNO2PdSe2 | wB97M-V/def2-TZVPD

Atoms and positions in Å:
Pd  -0.246  0.116  -0.122
C  -0.575  -0.279  5.871
C  0.237  0.046  4.646
C  1.490  0.647  4.727
C  2.194  0.974  3.581
C  1.591  0.668  2.376
Br  2.405  1.114  0.726
N  0.426  0.077  2.262
C  -0.243  -0.225  3.375
H  0.069  -0.519  6.717
H  -1.234  -1.130  5.697
H  -1.201  0.566  6.162
H  1.922  0.864  5.698
H  3.164  1.446  3.615
H  -1.202  -0.711  3.225
O  -2.145  3.771  2.200
C  -2.384  2.554  1.496
C  -2.814  2.797  0.048
C  -3.836  3.941  0.018
O  -4.802  3.881  1.070
C  -3.455  1.559  -0.572
Se  -2.604  -0.163  -0.236
C  -1.639  3.267  -0.822
Se  -0.582  1.867  -1.688
H  -3.011  4.173  2.344
H  -3.139  1.951  2.007
H  -1.454  1.988  1.516
H  -4.329  3.966  -0.960
H  -3.321  4.891  0.152
H  -5.328  3.083  0.961
H  -3.517  1.691  -1.651
H  -4.472  1.415  -0.191
H  -0.996  3.927  -0.243
H  -2.032  3.831  -1.673
C  -0.504  -7.384  -0.280
C  0.109  -6.558  -1.212
C  0.228  -5.193  -0.975
C  -0.272  -4.649  0.203
C  -0.901  -5.477  1.129
C  -1.009  -6.842  0.894
As  -0.128  -2.748  0.680
C  1.598  -2.884  1.575
C  1.820  -3.228  2.900
C  3.119  -3.249  3.394
C  4.184  -2.915  2.563
C  3.960  -2.567  1.239
C  2.662  -2.551  0.737
C  2.272  -2.169  -0.642
C  3.142  -1.804  -1.658
C  2.633  -1.426  -2.898
C  1.264  -1.408  -3.127
C  0.382  -1.761  -2.109
C  0.890  -2.142  -0.873
H  -0.595  -8.446  -0.471
H  0.499  -6.977  -2.132
H  0.715  -4.565  -1.709
H  -1.318  -5.065  2.042
H  -1.495  -7.478  1.623
H  0.994  -3.479  3.554
H  3.302  -3.523  4.425
H  5.195  -2.923  2.952
H  4.798  -2.299  0.606
H  4.213  -1.809  -1.495
H  3.314  -1.140  -3.690
H  0.877  -1.101  -4.090
H  -0.685  -1.757  -2.291

Computed properties:
HOMO-LUMO gap (spin up / spin down) (Eh): 0.247 / 0.247
Molar mass (g mol⁻¹): 842.722
HOMO level (spin up / spin down) (eV): -7.2 / -7.2
Energy relative to the best compared isomer or geometry (same formula, charge and spin) (kJ/mol): 124.9
Net charge: 0
Energy (eV): -301182.559

Atomic partial charges in e from the natural (NBO) method, atoms 1 to 2: Pd 0.367; C -0.632

3.
C29H29AsIN6O2S7Tc | wB97M-V/def2-TZVPD

Atoms and positions in Å:
Tc  1.609  1.720  -0.013
N  4.849  -5.099  -4.469
C  4.337  -4.259  -3.483
C  3.027  -3.784  -3.571
C  2.502  -3.000  -2.560
C  3.285  -2.677  -1.462
C  4.587  -3.141  -1.360
C  5.109  -3.931  -2.365
S  2.599  -1.691  -0.180
O  1.243  -2.145  -0.036
O  3.495  -1.748  0.939
N  2.513  -0.155  -0.770
C  3.485  0.452  -1.488
N  3.246  1.790  -1.533
C  4.185  2.576  -2.043
C  5.318  2.054  -2.628
C  5.427  0.672  -2.630
N  4.539  -0.134  -2.061
H  4.397  -5.056  -5.366
H  5.850  -5.157  -4.526
H  2.421  -4.039  -4.434
H  1.481  -2.634  -2.612
H  5.176  -2.872  -0.492
H  6.127  -4.301  -2.295
H  4.010  3.640  -1.981
H  6.077  2.695  -3.049
H  6.275  0.177  -3.095
S  2.169  3.079  4.554
As  2.588  3.637  2.574
S  3.506  1.987  1.375
S  0.782  3.574  1.238
S  3.637  5.437  2.337
S  -0.349  0.596  -1.123
C  -1.167  -0.285  0.107
N  -2.229  -1.070  -0.227
C  -2.849  -1.886  0.803
C  -2.866  -1.108  2.095
N  -1.498  -0.775  2.443
C  -1.210  -0.541  3.864
C  -1.853  0.720  4.406
C  -1.115  1.898  4.490
C  -1.708  3.066  4.952
C  -3.043  3.068  5.335
C  -3.784  1.893  5.265
C  -3.190  0.725  4.806
C  -0.741  -0.208  1.453
S  0.757  0.492  1.872
C  -2.750  -1.204  -1.582
C  -4.067  -0.478  -1.747
C  -5.267  -1.177  -1.791
C  -6.481  -0.500  -1.872
C  -6.498  0.887  -1.910
C  -5.299  1.593  -1.875
C  -4.092  0.916  -1.795
H  -2.287  -2.816  0.938
H  -3.867  -2.124  0.498
H  -3.296  -1.709  2.895
H  -3.475  -0.206  1.970
H  -0.132  -0.489  3.990
H  -1.574  -1.415  4.406
H  -0.065  1.916  4.207
H  -1.107  3.966  5.011
H  -3.507  3.979  5.696
H  -4.823  1.884  5.575
H  -3.770  -0.193  4.773
H  -2.883  -2.267  -1.795
H  -2.007  -0.814  -2.271
H  -5.257  -2.262  -1.771
H  -7.409  -1.057  -1.903
H  -7.441  1.417  -1.964
H  -5.306  2.676  -1.908
H  -3.155  1.464  -1.760
I  1.620  4.944  -1.846
C  0.727  3.038  -1.503
H  0.768  2.528  -2.465
H  -0.302  3.253  -1.256

Computed properties:
HOMO-LUMO gap (spin up / spin down) (Eh): 0.227 / 0.194
Molar mass (g mol⁻¹): 1017.886
HOMO level (spin up / spin down) (eV): -4.2 / -4.4
2S+1: 4
Net charge: -1
Energy (eV): -190567.757

Atomic partial charges in e from the Löwdin method, atoms 1 to 2: Tc 0.719; N 0.088

4.
C29H29BF5MnN3O3PS3 | wB97M-V/def2-TZVPD

Atoms and positions in Å:
Mn  0.971  0.330  0.872
C  -6.204  -0.607  -0.883
C  -5.974  -0.645  0.622
C  -6.963  0.262  1.335
C  -6.737  0.239  2.834
C  -5.320  0.627  3.139
C  -4.987  1.234  4.327
C  -3.667  1.590  4.597
F  -3.406  2.182  5.772
C  -2.657  1.356  3.708
C  -2.980  0.734  2.492
C  -1.901  0.435  1.556
O  -0.737  0.794  1.847
C  -2.261  -0.260  0.373
C  -3.581  -0.558  0.154
N  -4.586  -0.243  0.975
C  -4.303  0.376  2.198
C  -1.280  -0.714  -0.668
O  -1.662  -1.383  -1.616
O  -0.038  -0.357  -0.527
H  -7.270  -0.727  -1.070
H  -5.693  -1.402  -1.418
H  -5.891  0.351  -1.296
H  -6.114  -1.670  0.985
H  -7.971  -0.075  1.091
H  -6.851  1.280  0.954
H  -6.935  -0.765  3.221
H  -7.423  0.916  3.342
H  -5.751  1.441  5.064
H  -1.632  1.632  3.916
H  -3.827  -1.077  -0.760
C  2.092  -3.453  -1.757
N  1.969  -2.769  -0.490
C  0.969  -2.928  0.365
S  0.932  -2.031  1.838
N  0.027  -3.829  0.076
C  -1.178  -4.063  0.842
H  3.069  -3.216  -2.172
H  1.331  -3.127  -2.471
H  2.028  -4.535  -1.620
H  2.648  -2.031  -0.269
H  0.024  -4.187  -0.865
H  -1.070  -3.596  1.819
H  -1.323  -5.135  0.971
H  -2.035  -3.633  0.324
S  4.174  -0.362  0.489
P  3.710  0.882  -0.969
S  1.913  1.823  -0.763
C  3.707  0.018  -2.570
C  4.897  -0.572  -2.996
C  4.939  -1.254  -4.199
C  3.792  -1.356  -4.979
C  2.608  -0.781  -4.552
C  2.563  -0.090  -3.347
C  4.929  2.206  -1.159
C  5.133  2.815  -2.393
C  5.996  3.894  -2.494
C  6.645  4.370  -1.364
C  6.435  3.767  -0.132
C  5.576  2.686  -0.026
H  5.780  -0.504  -2.375
H  5.863  -1.707  -4.530
H  3.828  -1.883  -5.923
H  1.715  -0.865  -5.155
H  1.641  0.357  -3.001
H  4.626  2.443  -3.274
H  6.157  4.367  -3.454
H  7.316  5.213  -1.446
H  6.936  4.142  0.748
H  5.400  2.213  0.931
F  1.858  1.006  2.355
B  1.554  2.405  3.109
F  0.813  2.023  4.182
F  0.858  3.100  2.172
F  2.785  2.877  3.387

Computed properties:
HOMO-LUMO gap (spin up / spin down) (Eh): 0.242 / 0.280
Molar mass (g mol⁻¹): 755.484
HOMO level (spin up / spin down) (eV): -8.1 / -8.2
2S+1: 5
Energy relative to the best compared isomer or geometry (same formula, charge and spin) (kJ/mol): 0.0
Net charge: 0
Energy (eV): -128547.239

Atomic partial charges in e from the Löwdin method, atoms 1 to 2: Mn 0.665; C -0.042